No. 1
# C27H41NP2Ti

C27H41NP2Ti as an isolated structure in a non-equilibrium geometry (ωB97M-V/def2-TZVPD, the Open Molecules 2025 dataset).

Last column: Löwdin spin population.
Atoms and positions in Å:
P (0.970, -1.241, -2.478)  0.032
P (1.584, 1.996, -1.886)  0.147
C (0.749, 0.180, -3.683)  0.015
C (1.925, 1.137, -3.521)  0.027
H (-0.184, 0.657, -3.313)  0.002
H (0.580, -0.140, -4.736)  0.001
H (2.897, 0.611, -3.404)  0.000
H (2.000, 1.796, -4.405)  0.002
C (-0.046, 2.885, -2.112)  0.037
H (-0.235, 3.519, -1.229)  0.001
H (-0.916, 2.215, -2.206)  0.003
H (0.008, 3.524, -3.009)  0.005
C (2.828, 3.283, -2.018)  0.015
H (2.374, 4.122, -2.570)  0.000
H (3.715, 2.879, -2.523)  0.000
H (3.092, 3.560, -0.991)  0.000
C (-0.366, -2.077, -3.580)  0.003
H (-0.772, -3.028, -3.214)  0.000
H (0.131, -2.330, -4.530)  0.000
H (-1.178, -1.398, -3.872)  0.000
C (2.269, -2.165, -3.505)  0.006
H (3.167, -1.570, -3.700)  0.000
H (1.879, -2.481, -4.488)  0.001
H (2.525, -3.091, -2.974)  0.000
Ti (1.255, 0.593, -0.176)  1.570
C (-2.463, -0.782, -0.902)  -0.002
C (-3.042, -1.728, -1.652)  0.007
C (-3.797, -2.886, -1.118)  0.001
C (-3.586, -3.126, 0.418)  0.000
C (-2.537, -4.111, 0.773)  0.000
C (-1.225, -3.808, 0.686)  0.000
C (-0.727, -2.637, -0.224)  0.006
C (-1.229, -1.180, -0.113)  0.006
C (3.166, 0.724, 0.564)  0.011
H (-2.609, 0.291, -1.077)  0.001
H (-3.130, -1.617, -2.734)  0.000
H (-3.470, -3.755, -1.706)  0.000
H (-4.888, -2.767, -1.299)  0.000
H (-3.275, -2.165, 0.851)  0.000
H (-4.555, -3.448, 0.836)  0.000
H (-2.873, -5.002, 1.299)  0.000
H (-0.449, -4.099, 1.431)  0.000
H (-0.714, -2.898, -1.292)  0.000
H (0.332, -2.645, 0.078)  0.005
H (-1.284, -0.928, 0.944)  0.000
H (-0.392, -0.465, -0.530)  0.013
H (3.199, 1.818, 0.833)  0.006
H (3.860, 0.549, -0.284)  0.000
H (3.460, 0.116, 1.486)  0.007
C (0.532, 4.898, 2.700)  0.002
C (1.058, 4.352, 1.513)  0.004
C (0.836, 3.004, 1.184)  0.035
C (0.132, 2.185, 2.074)  0.007
C (-0.478, 2.757, 3.220)  0.002
C (-0.205, 4.082, 3.577)  0.000
N (0.142, 0.810, 1.825)  0.001
C (0.005, -0.055, 2.955)  0.001
C (0.898, 0.177, 4.028)  0.001
C (0.697, -0.425, 5.259)  0.000
C (-0.310, -1.386, 5.419)  0.001
C (-1.149, -1.713, 4.349)  0.000
C (-1.078, -0.964, 3.169)  0.002
H (0.666, 5.979, 2.913)  0.000
H (1.705, 4.952, 0.863)  0.000
H (1.339, 2.516, 0.210)  0.014
H (-1.108, 2.167, 3.878)  0.000
H (-0.605, 4.525, 4.500)  0.000
H (1.710, 0.897, 3.849)  0.000
H (1.355, -0.131, 6.084)  0.000
H (-0.382, -1.902, 6.374)  0.000
H (-1.872, -2.535, 4.457)  0.000
H (-1.908, -1.077, 2.453)  0.000

Output
* multiplicity: 3
* LUMO level (spin up / spin down): 0.0101 / 0.0133 Eh
* HOMO level (spin up / spin down): -6.263 / -6.496 eV
* ⟨S²⟩: 2.01
* energy relative to the best compared isomer or geometry (same formula, charge and spin): 0.0 kcal/mol

=====

No. 2
# C4H8N4O

C4H8N4O as an isolated structure in a non-equilibrium geometry (ωB97M-V/def2-TZVPD, the Open Molecules 2025 dataset).

Last column: Löwdin charge in e.
Atoms and positions in Å:
C (0.481, 0.893, 1.209)  0.010
N (0.835, -1.441, -0.486)  0.131
C (-0.661, 0.296, -0.234)  -0.553
C (-0.448, -1.196, 0.010)  -0.381
C (1.398, -0.283, -0.926)  -0.319
N (-1.960, 0.761, -0.114)  0.131
N (-1.123, -2.070, 0.615)  0.165
N (2.497, -0.046, -1.428)  0.210
O (0.016, 0.666, -1.320)  -0.017
H (1.026, -2.307, -0.972)  0.167
H (-2.170, 1.538, -0.719)  0.097
H (-2.299, 0.896, 0.832)  0.095
H (-2.020, -1.718, 0.934)  0.048
H (2.615, 0.844, -1.894)  0.085
H (1.377, 0.382, 1.561)  0.049
H (0.703, 1.922, 0.925)  0.048
H (-0.266, 0.864, 2.006)  0.034

Output
* LUMO level: 0.0203 Eh
* HOMO level: -8.556 eV
* energy relative to the best compared isomer or geometry (same formula, charge and spin): 81.6 kcal/mol

=====

No. 3
# C17H26N2O4S

One molecule with the formula C17H26N2O4S in a non-equilibrium geometry (ωB97M-V/def2-TZVPD, the Open Molecules 2025 dataset).

Last column: Löwdin charge in e.
Atoms and positions in Å:
C (2.700, -5.607, -2.080)  -0.068
O (2.059, -5.436, -0.834)  -0.122
C (1.249, -4.314, -0.768)  -0.201
C (-0.098, -4.410, -1.131)  -0.182
C (-0.673, -5.707, -1.612)  -0.029
C (-0.890, -3.280, -1.036)  0.033
C (-0.382, -2.063, -0.581)  -0.132
C (-1.319, -0.917, -0.516)  -0.316
O (-2.411, -0.963, -1.041)  0.106
C (-0.882, 0.294, 0.290)  -0.232
C (-0.979, -0.030, 1.789)  -0.133
C (-0.549, 1.187, 2.604)  -0.165
C (-1.377, 2.411, 2.209)  -0.192
N (-1.370, 2.653, 0.781)  -0.232
S (0.007, 3.422, 0.242)  0.628
O (-0.026, 3.439, -1.189)  -0.260
O (1.200, 2.931, 0.869)  -0.275
N (-0.305, 4.942, 0.883)  -0.340
C (0.876, 5.773, 0.987)  -0.100
C (-1.413, 5.572, 0.201)  -0.110
C (-1.767, 1.506, -0.010)  -0.153
C (0.959, -1.996, -0.210)  0.020
C (1.781, -3.109, -0.298)  -0.182
C (3.222, -3.017, 0.104)  -0.028
H (3.290, -6.518, -1.995)  0.095
H (1.974, -5.717, -2.893)  0.092
H (3.361, -4.764, -2.309)  0.093
H (-1.691, -5.827, -1.248)  0.083
H (-0.068, -6.541, -1.265)  0.081
H (-0.703, -5.728, -2.702)  0.087
H (-1.933, -3.324, -1.314)  0.126
H (0.147, 0.569, 0.043)  0.134
H (-0.350, -0.889, 2.031)  0.117
H (-2.014, -0.290, 2.026)  0.131
H (-0.676, 0.992, 3.670)  0.116
H (0.502, 1.404, 2.409)  0.099
H (-0.982, 3.313, 2.677)  0.116
H (-2.421, 2.276, 2.512)  0.131
H (1.673, 5.157, 1.394)  0.078
H (0.668, 6.602, 1.665)  0.092
H (1.188, 6.169, 0.014)  0.094
H (-2.232, 4.858, 0.179)  0.081
H (-1.712, 6.462, 0.753)  0.092
H (-1.152, 5.846, -0.827)  0.090
H (-1.679, 1.794, -1.058)  0.125
H (-2.814, 1.276, 0.209)  0.140
H (1.393, -1.072, 0.139)  0.120
H (3.337, -2.361, 0.964)  0.082
H (3.609, -4.002, 0.351)  0.081
H (3.817, -2.605, -0.712)  0.088

Output
* SMILES string: COc1c(C)cc(C(=O)[C@@H]2CCCN(S(=O)(=O)N(C)C)C2)cc1C
* LUMO level: 0.0179 Eh
* HOMO level: -9.068 eV
* energy relative to the best compared isomer or geometry (same formula, charge and spin): 19.7 kcal/mol

=====

| no. | electronic energy (eV) |
| --- | --- |
| 1 | -71838.59469 |
| 2 | -12282.89721 |
| 3 | -40056.03007 |